[1]
{"formula": "C4H3N5O3Ti", "method": "ωB97M-V/def2-TZVPD", "elements": ["O", "C", "Ti", "C", "C", "O", "O", "N", "N", "N", "C", "N", "N", "H", "H", "H"], "xyz": [[-1.45090, 2.06461, -2.91222], [-1.00288, 1.41446, -2.06879], [-0.13644, 0.17452, -0.44212], [-1.70516, -0.04684, 0.70972], [1.12985, 1.40879, 0.36137], [-2.70011, -0.12821, 1.32945], [1.85338, 2.25173, 0.76574], [3.51135, -3.74868, 1.63616], [2.34831, -3.19532, 1.08664], [1.39197, -3.97006, 0.56269], [0.53776, -3.01679, 0.14033], [0.92324, -1.75645, 0.27847], [2.12655, -1.86790, 0.99408], [4.16287, -3.06717, 2.00833], [3.55128, -4.77148, 1.62967], [-0.37744, -3.30446, -0.34672]], "forces_ev_per_a": [[2.032, -2.976, 3.881], [-2.328, 3.486, -4.565], [1.734, -3.924, -2.563], [-8.447, -0.514, 5.628], [6.430, 7.642, 4.038], [5.592, 0.329, -3.417], [-4.204, -5.162, -2.376], [-2.374, 1.210, -1.094], [0.572, 1.177, 0.092], [-0.123, 2.168, 0.303], [-0.423, -1.853, -0.897], [1.610, -0.374, 1.629], [0.171, -1.399, -0.647], [-0.088, -0.441, -0.044], [-0.019, 0.742, 0.105], [-0.136, -0.111, -0.074]], "total_charge": 2, "homo_energy_ev": [-16.949, -16.964], "spin_multiplicity": 3, "energy_ev": -40882.699, "homo_lumo_gap_ev": [6.0, 6.4], "lumo_energy_ha": [-0.4023, -0.3899]}


[2]
{"formula": "C4H3NO", "method": "ωB97M-V/def2-TZVPD", "elements": ["C", "C", "C", "C", "N", "O", "H", "H", "H"], "xyz": [[0.09448, 1.75669, 1.61424], [0.45404, -0.38370, -0.52874], [-0.54948, 1.69202, 0.45899], [-0.10460, -1.62043, -1.07433], [0.52896, 1.69397, 2.70230], [0.88326, -1.46680, -0.03346], [-0.51874, 2.31780, -0.40327], [-1.06124, -1.98317, -0.72749], [0.27332, -2.00637, -2.00823]], "forces_ev_per_a": [[0.827, 0.137, 1.397], [-0.347, 1.618, 0.139], [-0.927, -1.355, -1.234], [-0.767, -0.458, -0.740], [0.042, 0.107, -0.133], [0.746, -0.358, 0.846], [0.385, 0.350, -0.249], [-0.035, 0.031, 0.021], [0.075, -0.071, -0.046]], "homo_energy_ev": [-9.091, -8.844], "relative_energy_ev": 6.5821, "energy_ev": -7726.162, "homo_lumo_gap_ev": [7.5, 7.4], "lumo_energy_ha": [-0.0597, -0.0548]}


[3]
{"formula": "C4H3NO", "method": "ωB97M-V/def2-TZVPD", "elements": ["C", "C", "C", "C", "H", "H", "H", "N", "O"], "xyz": [[0.62479, -0.94213, -0.01752], [0.87906, 0.37265, 0.45517], [-0.19311, 1.20828, 0.11611], [-0.82824, -0.74171, -0.86481], [1.69708, 0.62700, 1.33590], [-0.68174, 2.21791, 0.32596], [-1.62891, -1.28057, -1.16416], [-1.07768, 0.49064, -0.63796], [1.20875, -1.95207, 0.45131]], "forces_ev_per_a": [[0.217, -4.452, 1.123], [0.626, 5.104, 3.230], [2.124, -0.826, 1.088], [4.118, 3.458, 3.121], [-2.117, -0.856, -2.885], [1.950, -1.206, 0.240], [-1.703, -2.552, -1.410], [-3.012, -1.490, -2.252], [-2.203, 2.820, -2.256]], "homo_energy_ev": -9.604, "relative_energy_ev": 2.2291, "energy_ev": -7730.515, "homo_lumo_gap_ev": 8.0, "lumo_energy_ha": -0.0590, "smiles": "O=C1C=CN=C1"}